Record 1
Formula: C35H36LuN6O3S9
Source: the Open Molecules 2025 dataset
Level of theory: wB97M-V/def2-TZVPD

```
! RIJCOSX wB97M-V def2-TZVPD def2/J DEFGRID3
* xyz -1 1
Lu -0.36963 -1.40734 1.98976
C 2.37428 0.55899 3.97123
C 1.88572 -0.62919 4.70369
C 2.67973 -1.07954 5.81694
C 2.38750 -2.26940 6.37283
C 1.21978 -2.98475 6.03099
C 0.90956 -4.21280 6.64171
C -0.32107 -4.78443 6.31298
C -1.10844 -4.16327 5.39950
C -0.91159 -2.95328 4.78062
S -2.17976 -2.10884 3.98714
C 0.39848 -2.36317 5.02402
N 0.77731 -1.26231 4.27185
H 3.09381 1.26036 4.38257
H 1.47177 1.05029 3.56147
H 2.85939 0.15927 3.05171
H 3.55425 -0.64038 6.12973
H 2.97560 -2.80675 7.12647
H 1.49939 -4.50573 7.45078
H -0.65492 -5.79791 6.84946
H -2.07983 -4.63909 5.17693
S -2.58451 -1.26969 0.44424
S -2.05057 -3.03746 -0.47292
S -0.05007 -3.30410 -0.01408
S 0.10182 -4.08164 1.79439
O 3.27177 -2.63680 3.09912
C 4.06609 -2.55436 2.04555
C 5.40014 -3.14426 2.22603
C 6.27882 -3.10347 1.12564
C 5.98689 -2.42107 -0.06017
C 4.73431 -1.91627 -0.24006
C 3.76958 -1.92113 0.78472
C 2.55037 -1.15423 0.51390
O 1.69297 -1.07818 1.49895
N 2.41430 -0.42991 -0.58568
N 1.23208 0.22629 -0.77045
C 1.40239 1.45635 -0.95117
S 3.03219 2.20660 -0.75950
C 2.36216 3.92532 -0.70920
C 1.17511 4.04781 -1.65259
S 0.15627 2.55415 -1.47804
H 2.46441 -2.21222 2.88121
H 5.64399 -3.69514 3.09987
H 7.25548 -3.58322 1.24069
H 6.66956 -2.35289 -0.89409
H 4.46010 -1.38239 -1.15939
H 3.22305 4.61445 -0.91544
H 2.00211 4.07742 0.29704
H 1.57483 4.11388 -2.64628
H 0.53385 4.86215 -1.33682
S -1.10003 1.25725 1.70955
C -0.07916 2.61710 1.98182
N 0.46909 3.61912 2.12205
O -2.76705 0.35483 -4.22856
S -3.74867 0.71618 -3.13602
C -3.08962 2.22561 -2.34184
C -3.17833 2.23020 -0.96767
C -2.81432 3.42551 -0.33922
C -2.43002 4.53327 -1.13464
C -2.28243 4.46439 -2.53460
C -2.57525 3.28931 -3.15238
C -5.02453 1.64691 -4.01869
C -5.03393 1.66051 -5.39605
C -5.97547 2.39595 -6.08227
C -6.99297 3.06967 -5.41357
C -7.00589 3.02089 -3.99956
C -6.10669 2.22129 -3.31979
H -3.40514 1.30454 -0.41349
H -2.91796 3.59849 0.69591
H -2.19195 5.48110 -0.57853
H -2.04423 5.29936 -3.11956
H -2.44252 3.13400 -4.17397
H -4.32717 1.18138 -6.02467
H -6.00960 2.36953 -7.21078
H -7.79603 3.45013 -5.99481
H -7.86046 3.43781 -3.47579
H -6.05941 2.24494 -2.19237
N -0.77562 -0.74753 -2.44993
C -0.14302 -1.76794 -3.38777
C 1.13053 -1.38493 -4.16322
N 2.30595 -0.97365 -3.54641
H -1.48449 -1.29268 -1.97819
H -1.15586 0.02654 -2.95599
H -0.03592 -0.48153 -1.72659
H -0.84804 -1.99825 -4.17830
H 0.00631 -2.58229 -2.68257
H 0.71417 -0.60335 -4.83096
H 1.22926 -2.25946 -4.82491
H 2.43096 -1.41856 -2.62243
H 2.18464 0.00763 -3.35109
*
```

Computed properties:
Frontier orbital gap ... 6.3 eV
Highest occupied orbital energy ... -4.325 eV


Record 2
Formula: C35H36MnN8O3Si
Source: the Open Molecules 2025 dataset
Level of theory: wB97M-V/def2-TZVPD

```
! RIJCOSX wB97M-V def2-TZVPD def2/J DEFGRID3
* xyz 0 6
Mn 0.80467 1.93726 -1.00310
C -1.36431 1.91983 -3.45591
N 0.07796 1.96585 -3.37508
C 0.88478 1.06670 -4.16743
C 2.16005 0.75891 -3.42652
N 2.34691 1.01628 -2.16429
C 3.63287 0.58044 -1.86754
C 4.32264 0.60624 -0.65912
C 5.60720 0.10145 -0.65933
C 6.19253 -0.41603 -1.82622
C 5.51301 -0.44932 -3.02873
C 4.21950 0.05886 -3.02095
N 3.25207 0.19481 -4.00829
C -1.95611 2.33784 -2.13499
N -1.29082 2.37788 -1.01649
C -2.18778 2.81055 -0.04822
C -1.99029 3.02381 1.31287
C -3.07350 3.47239 2.04078
C -4.31948 3.70448 1.43578
C -4.52428 3.49327 0.08589
C -3.42974 3.03998 -0.64078
N -3.24847 2.73360 -1.98336
H -1.68169 0.89795 -3.67988
H -1.78060 2.56474 -4.24204
H 0.43887 2.91598 -3.37941
H 1.14496 1.46733 -5.15665
H 0.33521 0.13724 -4.33675
H 3.84733 1.00040 0.23014
H 6.17974 0.10137 0.25835
H 7.20228 -0.80198 -1.78177
H 5.96791 -0.85378 -3.92318
H 3.32579 -0.09778 -4.96629
H -1.02299 2.83157 1.75976
H -2.96493 3.65117 3.10203
H -5.14181 4.05731 2.04386
H -5.48704 3.67229 -0.37410
H -3.94112 2.78012 -2.70928
C -3.00934 -9.75595 5.06222
O -2.30364 -8.84490 5.88100
C -1.91342 -7.66782 5.32093
C -2.20780 -7.28671 4.01278
C -1.76102 -6.06399 3.53547
C -1.02321 -5.21305 4.34716
C -0.74457 -5.59897 5.65420
C -1.18280 -6.81356 6.14196
N -0.51395 -3.94189 3.94917
N -0.73721 -3.64573 2.76244
C -0.23041 -2.40264 2.33148
C 0.40310 -1.48823 3.15003
C 0.86592 -0.26863 2.67490
C 0.71103 0.10909 1.33673
O 1.12404 1.24068 0.89012
C 0.05158 -0.84383 0.45867
N -0.08625 -0.48857 -0.84770
C -0.66142 -1.33355 -1.66424
C -1.15360 -2.59051 -1.26771
C -1.02890 -2.96122 0.03848
C -0.41000 -2.08218 0.95897
H -3.18507 -10.63757 5.67225
H -2.42359 -10.03590 4.18284
H -3.96915 -9.34274 4.74083
H -2.78668 -7.92664 3.36285
H -1.98929 -5.75662 2.52434
H -0.17559 -4.92521 6.28213
H -0.97169 -7.12200 7.15710
H 0.52924 -1.74790 4.19291
H 1.35815 0.43112 3.33778
H -0.75321 -1.02755 -2.70301
H -1.61754 -3.24224 -1.99620
H -1.38960 -3.91672 0.39146
C 2.73309 6.32985 -1.78253
Si 1.15005 5.35494 -2.02674
C -0.23818 6.24236 -1.11860
C 0.71652 5.45981 -3.87317
O 1.28168 3.83034 -1.57104
H 2.64534 7.35491 -2.15171
H 3.56411 5.85028 -2.30549
H 2.99273 6.37468 -0.72222
H -0.36155 7.27485 -1.45687
H -0.03971 6.26255 -0.04390
H -1.19181 5.72478 -1.26329
H 0.79400 6.48945 -4.23268
H -0.30871 5.12939 -4.07602
H 1.39704 4.85495 -4.48181
*
```

Computed properties:
Energy relative to the best compared isomer or geometry (same formula, charge and spin) ... 11.0 kJ/mol
Frontier orbital gap (alpha / beta) ... 6.8 / 6.9 eV
Highest occupied orbital energy (alpha / beta) ... -6.683 / -6.766 eV


Record 3
Formula: C35H36NO6
Source: the Open Molecules 2025 dataset
Level of theory: wB97M-V/def2-TZVPD

```
! RIJCOSX wB97M-V def2-TZVPD def2/J DEFGRID3
* xyz -1 1
C -2.00191 -5.02883 2.20534
O -2.70216 -3.79082 2.44651
C -2.06046 -2.62165 2.66579
C -2.67322 -1.44196 2.28874
C -2.04997 -0.18496 2.49953
C -2.63375 0.97296 1.92523
C -2.03313 2.25857 1.88173
C -2.83484 3.43651 1.97172
C -2.26887 4.68299 2.01006
C -0.86016 4.82572 1.90481
O -0.36117 6.09052 1.89719
C 1.07960 6.23333 1.84228
C -0.04312 3.68041 1.75352
C -0.62724 2.42933 1.75350
C -0.89854 -0.11659 3.31981
C -0.21697 -1.25670 3.68092
O 0.94598 -1.15134 4.37008
C 2.07826 -1.97576 4.01942
C -0.74383 -2.57522 3.31312
O -0.07025 -3.62034 3.52657
H -2.76196 -5.79120 2.38522
H -1.67113 -5.05720 1.15845
H -1.15036 -5.12937 2.88284
H -3.64272 -1.48340 1.78555
H -3.67779 0.87481 1.62556
H -3.91588 3.32461 2.06836
H -2.86907 5.58569 2.11855
H 1.24124 7.30745 1.92157
H 1.56950 5.71426 2.68052
H 1.46918 5.85634 0.88536
H 1.04212 3.77979 1.65821
H 0.01074 1.55037 1.65688
H -0.49064 0.84447 3.63639
H 2.80580 -1.74028 4.79737
H 1.78394 -3.02834 4.04258
H 2.45559 -1.69530 3.02636
C -5.42609 3.81340 -1.94759
C -3.93684 3.58859 -1.82070
C -3.37948 2.91984 -3.06208
C -3.23348 4.90109 -1.53504
O -3.68628 2.76293 -0.61491
C -4.17713 1.46917 -0.58170
C -3.12922 0.48096 -0.90219
N -3.48849 -0.74762 -1.07939
C -2.79592 -1.78816 -1.50388
C -3.49050 -3.07315 -1.54185
C -2.81615 -4.28120 -1.82726
C -3.51224 -5.48583 -1.89573
C -4.89488 -5.50835 -1.67703
C -5.57295 -4.31741 -1.37910
C -4.87158 -3.11331 -1.28127
C -1.43321 -1.61090 -2.03720
C -1.14018 -2.13195 -3.31348
C 0.05541 -1.81371 -3.95756
C 0.99124 -0.99135 -3.31796
C 0.73703 -0.50752 -2.02800
C -0.46257 -0.82350 -1.38229
O -5.30096 1.18476 -0.22274
H -5.80612 4.29956 -1.04016
H -5.62406 4.46883 -2.80505
H -5.95368 2.86448 -2.09765
H -2.29592 2.76677 -2.97358
H -3.89072 1.97033 -3.26757
H -3.55382 3.57845 -3.92359
H -2.15412 4.74834 -1.40770
H -3.39230 5.59285 -2.37292
H -3.63538 5.35784 -0.62162
H -2.11181 0.87473 -1.03535
H -1.74456 -4.26164 -2.02585
H -2.97516 -6.40566 -2.13760
H -5.44295 -6.44872 -1.75170
H -6.65274 -4.32470 -1.22605
H -5.37670 -2.17841 -1.03493
H -1.87961 -2.76470 -3.81138
H 0.24694 -2.20666 -4.95875
H 1.92057 -0.72749 -3.82569
H 1.46114 0.13929 -1.52545
H -0.65670 -0.45255 -0.37209
*
```

Computed properties:
Frontier orbital gap ... 4.6 eV
Highest occupied orbital energy ... -3.013 eV


Record 4
Formula: C35H37BF3NO3
Source: the Open Molecules 2025 dataset
Level of theory: wB97M-V/def2-TZVPD

```
! RIJCOSX wB97M-V def2-TZVPD def2/J DEFGRID3
* xyz 0 1
C 5.10800 -1.74952 2.34845
C 3.73539 -1.49643 2.73265
C 3.35033 -0.74146 3.83795
C 1.99288 -0.65770 3.88105
C 1.34583 -1.34954 2.57972
B 0.91532 3.56524 1.68801
C 1.16850 0.03583 1.74977
C -0.08790 0.65294 1.75635
C -0.79878 0.50562 0.56681
C -0.07342 0.14725 -0.58265
C -0.75821 -0.55670 -1.71016
F -1.13177 0.20342 -2.76113
F 0.05945 -1.53637 -2.22272
F -1.88105 -1.20195 -1.26316
C 1.31337 0.36542 -0.61377
C 1.95221 0.41308 0.62306
O 0.57225 3.56620 2.96184
C 0.92522 4.98982 3.21850
C -0.41624 5.70288 3.06131
C 1.35932 5.09606 4.65661
C 2.05835 5.26010 2.11802
C 1.97042 6.55401 1.35085
C 3.46483 5.03150 2.66795
O 1.84934 4.24101 1.07670
O 2.71075 -2.11032 2.13456
H 5.62652 -2.27884 3.15668
H 5.23820 -2.30703 1.41846
H 5.62497 -0.79177 2.26212
H 4.06053 -0.34505 4.54489
H 1.44879 -0.08888 4.62751
H -0.46302 1.15714 2.64642
H -1.87939 0.60311 0.55386
H 1.83337 0.50818 -1.56074
H 2.95087 0.83855 0.70582
H -0.34320 6.77712 3.24057
H -0.88472 5.53700 2.08091
H -1.10373 5.27379 3.80417
H 1.56785 6.15018 4.86819
H 0.55321 4.77102 5.32316
H 2.25517 4.51134 4.89150
H 2.11926 7.43819 1.97645
H 2.74870 6.54568 0.57932
H 1.00527 6.63130 0.84079
H 3.78652 5.86958 3.29941
H 3.53890 4.10853 3.25740
H 4.18533 4.94888 1.84548
C -1.19099 -4.48490 -1.12150
N -1.18688 -3.99830 0.24748
C -0.17524 -3.29148 0.82370
C -0.50188 -3.00472 2.16883
C 0.15557 -2.05067 2.98945
C -0.61091 -1.53720 4.15335
C -1.75409 -0.69813 4.15324
C -2.39671 -0.41091 5.35886
C -1.93154 -0.94111 6.56360
C -2.67112 -0.75139 7.83661
C -0.76120 -1.69923 6.57347
C -0.10886 -1.98064 5.38703
C -1.80657 -3.67401 2.40830
C -2.68304 -3.77338 3.48153
C -3.88863 -4.48429 3.32450
C -4.25596 -5.05782 2.10113
C -3.39908 -4.93154 1.00842
C -2.19448 -4.26127 1.18316
H -2.21659 -4.61513 -1.48987
H -0.67337 -3.75874 -1.76246
H -0.67137 -5.45318 -1.20984
H 0.71075 -3.00404 0.25265
H 1.11605 -1.71811 1.47252
H -2.13052 -0.27854 3.20753
H -3.28184 0.23557 5.35919
H -2.08595 -1.15328 8.66055
H -2.88407 0.29889 8.03572
H -3.62193 -1.28609 7.81666
H -0.34583 -2.08314 7.50107
H 0.81653 -2.56390 5.36756
H -2.42829 -3.28859 4.43054
H -4.55796 -4.58318 4.17321
H -5.19466 -5.59619 2.00980
H -3.63615 -5.33962 0.03922
*
```

Computed properties:
Energy relative to the best compared isomer or geometry (same formula, charge and spin) ... 793.8 kJ/mol
Frontier orbital gap ... 3.6 eV
Highest occupied orbital energy ... -4.703 eV


no.,electronic energy (eV)
1,-183106.0130
2,-94145.8005
3,-50652.8117
4,-53345.9479